(1)
30
Properties=species:S:1:pos:R:3 method="wB97M-V/def2-TZVPD" multiplicity=1 e_tot_ha=-559.24005 de_lowest_kj_mol=246.0 homo_lumo_gap_ev=8.7760 homo_energy_ev=-8.0 max_force_ev_per_a=5.15
C 0.801 -0.883 0.946
C 0.454 0.209 0.344
C 0.486 1.944 -1.162
C -0.259 -1.947 0.925
C -0.489 1.019 -1.842
C -0.678 -2.370 -0.534
C -1.672 -1.253 -1.007
C -1.213 0.213 -0.699
C 2.237 -1.239 1.439
C -2.311 1.078 -0.024
C 1.816 2.245 0.842
N 0.982 1.432 0.047
O 0.937 3.014 -1.593
H 0.133 -2.900 1.502
H -1.212 -1.486 1.383
H -1.137 1.451 -2.529
H 0.279 0.326 -2.254
H 0.302 -2.260 -1.124
H -1.187 -3.329 -0.555
H -1.964 -1.328 -2.026
H -2.646 -1.337 -0.381
H 2.916 -1.065 0.602
H 2.143 -2.233 1.885
H 2.659 -0.448 2.051
H -2.396 0.758 1.095
H -3.310 1.063 -0.444
H -1.748 2.040 -0.060
H 2.205 2.970 0.228
H 1.224 2.631 1.612
H 2.648 1.686 1.333

(2)
31
Properties=species:S:1:pos:R:3 method="wB97M-V/def2-TZVPD" multiplicity=1 e_tot_ha=-634.56997 de_lowest_kj_mol=73.7 smiles="CCc1ccc(O)cc1.CCC(N)=O" homo_lumo_gap_ev=9.1428 homo_energy_ev=-8.5 max_force_ev_per_a=2.77
C -3.154 1.459 0.046
C -2.798 1.266 1.508
C -1.320 1.202 1.798
C -0.677 2.385 2.200
C 0.599 2.398 2.701
C 1.275 1.152 2.808
O 2.537 1.097 3.297
C 0.747 0.057 2.179
C -0.634 0.010 1.870
H -2.766 2.345 -0.407
H -4.233 1.415 -0.142
H -2.921 0.622 -0.625
H -3.243 2.146 1.976
H -3.249 0.366 1.928
H -1.211 3.313 2.085
H 1.233 3.243 2.955
H 2.760 1.887 3.795
H 1.329 -0.844 2.132
H -0.903 -0.931 1.438
C 2.424 -3.166 -2.113
C 1.973 -1.834 -2.684
C 0.632 -1.875 -3.403
N -0.222 -0.840 -3.144
O 0.403 -2.690 -4.266
H 1.867 -3.522 -1.271
H 3.505 -3.222 -2.013
H 2.301 -3.967 -2.856
H 2.220 -1.006 -2.029
H 2.572 -1.676 -3.588
H -0.881 -0.545 -3.842
H -0.166 -0.246 -2.332

(3)
29
Properties=species:S:1:pos:R:3 method="wB97M-V/def2-TZVPD" multiplicity=1 e_tot_ha=-429.89447 de_lowest_kj_mol=121.1 smiles=CCc1ccccc1.CCC homo_lumo_gap_ev=9.9812 homo_energy_ev=-9.0 max_force_ev_per_a=2.39
C -1.358 2.855 0.590
C -1.301 1.390 0.210
C -0.379 0.950 -0.916
C 0.993 1.221 -0.738
C 1.840 0.876 -1.797
C 1.339 0.489 -3.028
C -0.022 0.233 -3.158
C -0.884 0.400 -2.105
H -0.554 3.087 1.300
H -2.233 3.269 1.075
H -1.187 3.490 -0.262
H -1.040 0.913 1.160
H -2.283 0.961 -0.073
H 1.292 1.726 0.159
H 2.908 0.988 -1.643
H 2.057 0.211 -3.784
H -0.420 -0.227 -4.061
H -1.942 0.182 -2.091
C 1.287 -2.275 0.959
C 0.046 -2.617 1.756
C -0.604 -1.505 2.606
H 2.251 -2.586 1.379
H 1.266 -1.283 0.501
H 1.304 -2.798 -0.028
H -0.675 -2.973 1.008
H 0.381 -3.357 2.489
H -1.681 -1.628 2.608
H -0.177 -1.455 3.602
H -0.223 -0.537 2.283